C5F15O15S5Zn | ωB97M-V/def2-TZVPD

Geometry as XYZ:
```
41
Properties=species:S:1:pos:R:3:forces:R:3
Zn 0.291198 -0.462881 -0.037166 0.393 1.219 0.682
C -1.219154 3.288066 -1.567772 0.241 -1.851 1.970
F -0.020680 3.811928 -1.802068 0.088 0.158 -0.152
F -2.129256 4.233304 -1.658271 -0.847 1.217 -0.319
F -1.486201 2.370342 -2.504527 0.135 0.184 0.030
S -1.311227 2.473343 0.206970 4.097 -1.475 0.863
O -0.230629 1.431555 0.054376 -2.311 2.645 -0.376
O -0.832913 3.412738 1.219637 -1.099 0.454 -1.357
O -2.640903 1.976178 0.355301 -0.862 0.191 -0.502
C -4.248611 -0.895695 0.370154 2.762 0.460 1.829
F -5.041895 -1.906461 0.234795 -1.275 -2.562 -0.359
F -3.925457 -0.483430 -0.830148 -0.045 0.851 -0.895
F -4.987437 -0.005049 1.041416 0.231 0.956 -0.050
S -2.570062 -1.374190 1.373110 -0.878 -1.919 0.320
O -2.658119 -0.670250 2.613337 -0.198 1.034 0.315
O -2.718787 -2.825316 1.577501 -0.051 1.010 -0.950
O -1.470460 -1.001849 0.491828 -2.515 -0.700 0.634
C 3.210014 2.646908 -1.630715 -0.912 -4.127 2.402
F 4.473525 2.939369 -1.710227 1.908 1.136 -2.250
F 2.788745 3.464439 -0.670000 -1.593 0.528 -0.827
F 2.493926 2.606185 -2.792324 1.109 1.342 1.244
S 3.364271 0.830438 -0.908483 -0.391 -3.362 -0.229
O 4.175274 0.935089 0.280623 0.055 1.152 -0.510
O 2.011450 0.288005 -0.578816 2.712 1.831 -1.556
O 4.036329 0.041295 -1.981110 -1.161 1.898 0.825
C 1.556238 -1.056265 4.405391 1.027 1.448 -3.210
F 2.585276 -0.812395 5.243812 -0.608 -0.223 0.240
F 1.198517 -2.315994 4.509510 -0.839 -0.575 1.034
F 0.569726 -0.173275 4.639136 0.177 -0.968 0.725
S 2.165630 -0.759329 2.597315 2.657 2.768 0.085
O 0.979583 -0.701677 1.730074 0.624 -0.531 2.636
O 2.869977 0.538499 2.801244 -1.827 -2.160 -0.085
O 3.068909 -1.849594 2.280992 -0.738 -0.220 0.564
C -1.257428 -3.215965 -2.681463 2.135 4.043 1.408
F -0.663426 -4.417451 -2.621163 -1.702 0.129 0.025
F -1.704090 -2.933900 -3.923664 -0.004 -0.992 0.743
F -2.234711 -2.898757 -1.779443 0.729 -2.037 -1.320
S 0.164298 -1.898200 -2.207113 0.875 1.887 -0.639
O 1.057930 -1.816117 -3.345357 -0.730 -1.371 0.177
O -0.447911 -0.606712 -1.897371 -2.048 0.115 -2.611
O 0.738540 -2.206926 -0.899321 0.677 -3.582 -0.556
```
Forces are in eV/Å.

- 2S+1 = 1
- DFT total energy (eV) = -179255.251
- net charge = -3

=====

C4H8N2OS | ωB97M-V/def2-TZVPD

Geometry as XYZ:
```
16
Properties=species:S:1:pos:R:3:forces:R:3
C -0.385003 1.256786 1.660767 -1.154 2.830 0.885
C -0.566182 -0.306723 -0.183890 1.226 -3.324 -0.194
C -0.476189 -1.856598 -0.500828 1.645 3.265 -1.559
C -0.293385 -0.052927 1.166111 1.017 2.231 -1.390
N -0.679156 0.531815 -1.092645 -0.860 0.421 -3.202
N 1.857367 1.927495 -0.945049 0.999 -0.652 2.683
O -0.475964 2.299922 0.951914 0.293 -1.745 1.461
S 2.489110 0.814688 0.135128 -1.757 1.732 -0.719
H -0.589100 1.342138 2.789310 0.703 0.080 -1.124
H -0.543567 -1.896971 -1.608934 -0.110 -0.425 0.771
H -1.353299 -2.200337 -0.018782 -0.358 -1.448 0.601
H 0.578815 -2.113069 -0.189653 -1.540 -0.539 0.046
H -0.246326 -0.896622 1.732394 0.297 -1.817 2.198
H -0.806154 1.452659 -0.756335 0.090 1.247 0.648
H 1.709392 2.955289 -0.824402 0.190 -1.531 0.370
H 1.625993 1.526461 -1.806965 -0.681 -0.325 -1.477
```
Forces are in eV/Å.

- 2S+1 = 1
- DFT total energy (eV) = -20136.568

=====

C32H52BF4N4O4Sn | ωB97M-V/def2-TZVPD

Geometry as XYZ:
```
98
Properties=species:S:1:pos:R:3:forces:R:3
Sn 21.118382 30.330946 -32.903530 -1.216 -2.059 -0.546
B 18.385216 29.059262 -33.920639 -0.316 0.873 0.310
F 17.343161 28.332097 -34.431654 0.167 -0.048 -0.287
F 19.489802 28.254120 -33.582161 0.732 0.102 0.308
F 18.897880 30.050544 -34.810823 0.304 -0.123 -0.025
F 18.011414 29.774722 -32.772150 0.160 -0.348 0.145
C 22.582131 25.289584 -32.895285 0.076 0.627 0.008
C 23.843152 26.137948 -33.152270 0.185 -0.246 -0.630
C 23.546231 27.507070 -32.560559 0.104 -0.766 0.628
O 22.126190 27.643089 -32.672127 0.233 0.859 -0.612
C 21.566868 26.342507 -32.448830 -0.376 -0.187 1.252
H 22.712791 24.572090 -32.089349 0.063 -0.157 -0.144
H 22.290049 24.790191 -33.815216 -0.136 -0.137 0.107
H 23.941263 26.199810 -34.238583 0.207 0.263 0.034
H 24.763443 25.697294 -32.773618 -0.042 0.027 0.107
H 24.100164 28.319609 -33.028279 -0.407 0.143 -0.238
H 23.824193 27.518417 -31.497200 -0.040 -0.022 0.009
H 20.564815 26.279350 -32.863109 0.200 0.134 -0.458
H 21.441428 26.248471 -31.360286 -0.031 -0.061 -0.048
C 17.498914 33.927592 -32.492705 0.533 -0.015 -0.093
C 18.778494 34.678098 -32.126665 0.108 0.668 0.600
C 19.756642 34.087764 -33.103513 0.169 0.232 -0.581
O 19.438388 32.685577 -33.076252 0.625 -1.185 -0.502
C 18.020906 32.518430 -32.907463 -1.316 1.627 1.622
H 17.013260 34.405753 -33.342301 -0.100 0.088 0.100
H 16.828612 33.908090 -31.637617 -0.229 -0.192 -0.180
H 19.100222 34.518140 -31.092290 -0.060 -0.526 -0.083
H 18.667628 35.763588 -32.145195 0.019 -0.024 -0.576
H 20.826589 34.203967 -32.928031 -0.071 -0.067 0.445
H 19.594313 34.486332 -34.112987 -0.188 -0.122 0.019
H 17.836257 31.896873 -32.037076 0.254 -0.460 -0.278
H 17.428599 32.179952 -33.751970 0.706 -0.344 -0.366
C 23.450040 28.833099 -37.086735 -0.231 -0.223 -0.730
C 21.962462 28.468928 -37.326868 0.870 -0.425 0.193
C 21.466492 28.201741 -35.918556 -0.911 0.170 -0.475
O 22.215464 29.102399 -35.075532 -0.089 0.275 0.761
C 23.531171 29.305510 -35.632214 -0.231 0.306 -0.919
H 23.770106 29.574993 -37.817199 0.047 0.212 0.250
H 24.071767 27.962197 -37.294140 0.049 -0.042 0.364
H 21.917465 27.546924 -37.902738 -0.231 0.108 -0.158
H 21.458293 29.262546 -37.873060 -0.289 0.015 0.271
H 21.565919 27.146996 -35.642019 0.419 0.123 0.235
H 20.416617 28.442883 -35.786021 0.068 0.072 -0.004
H 24.303489 28.740735 -35.111350 -0.140 0.148 0.347
H 23.697180 30.382437 -35.606562 0.349 -0.054 0.277
C 19.110431 27.597187 -29.131603 -0.416 -1.384 -0.390
C 20.588121 27.399130 -28.767846 -0.341 0.070 0.196
C 21.344933 28.446095 -29.596782 0.013 -0.873 0.146
O 20.429650 28.883801 -30.617828 0.046 0.958 -0.418
C 19.198978 28.125493 -30.549715 -0.500 0.236 0.257
H 18.423477 28.093653 -28.449107 0.615 0.804 0.038
H 18.642462 26.608516 -29.194036 0.082 -0.010 -0.020
H 20.871437 26.397662 -29.091219 0.101 0.022 0.005
H 20.776138 27.447343 -27.697587 0.101 0.204 -0.028
H 22.177440 27.949543 -30.097055 0.213 0.307 0.070
H 21.696458 29.269950 -28.977930 -0.119 0.259 -0.248
H 19.237208 27.304488 -31.265958 0.125 0.037 -0.018
H 18.379228 28.782505 -30.825482 0.090 0.024 0.014
N 18.811437 26.216095 -36.035217 -0.254 -1.808 -0.282
C 19.276999 25.948094 -37.296378 0.096 1.471 -0.579
C 20.003859 24.794391 -37.309782 0.228 -0.110 0.699
C 19.914133 24.272252 -35.985256 -0.493 -0.116 0.289
C 19.075732 25.092154 -35.276819 0.862 0.962 0.768
H 18.240914 26.992463 -35.750807 -0.237 -0.102 -0.123
H 19.063294 26.679202 -38.061547 0.177 -0.149 -0.167
H 20.597166 24.384430 -38.108418 -0.206 0.041 -0.192
H 20.379113 23.409874 -35.534243 -0.053 -0.202 -0.353
H 18.789213 25.044641 -34.237440 -0.112 -0.014 -0.035
N 16.349389 28.610818 -39.203106 -0.288 0.499 0.296
C 17.070646 29.545144 -39.900547 0.193 -0.124 0.258
C 18.108978 29.937077 -39.091039 -0.030 0.276 -0.010
C 17.984464 29.253722 -37.847593 -0.254 0.339 -0.163
C 16.845553 28.505729 -37.938071 0.091 -1.051 -0.029
H 15.505607 28.139151 -39.474980 0.002 0.181 -0.306
H 16.768741 29.907547 -40.866692 0.036 -0.177 -0.103
H 18.830397 30.703473 -39.323917 0.055 -0.088 -0.107
H 18.622891 29.332830 -36.987146 0.057 0.090 0.038
H 16.394734 27.786457 -37.271784 0.074 0.116 0.154
N 15.744805 30.770647 -35.227235 -0.550 -0.631 0.177
C 15.038597 30.653549 -34.048483 0.564 0.415 -0.092
C 13.861343 31.316639 -34.230701 -0.963 0.616 -0.156
C 13.784965 31.751454 -35.582449 0.640 -0.211 -0.198
C 14.956974 31.359220 -36.177147 0.454 -0.059 -0.175
H 16.621041 30.319545 -35.420325 -0.074 -0.092 -0.145
H 15.473791 30.142201 -33.207351 -0.048 0.133 0.125
H 13.077853 31.605018 -33.546602 0.200 -0.534 0.397
H 12.979980 32.289026 -36.051438 -0.060 -0.031 0.007
H 15.330633 31.337257 -37.189440 -0.201 0.406 -0.062
N 15.308339 26.220335 -33.260400 -0.030 -0.119 0.033
C 14.446888 25.174520 -33.050062 -0.426 0.306 0.260
C 14.737417 24.629996 -31.829903 0.376 0.083 0.215
C 15.857324 25.338318 -31.310522 -0.124 -0.349 0.077
C 16.172972 26.324228 -32.202380 0.170 0.055 -0.141
H 15.162581 26.944255 -33.942077 0.173 -0.091 -0.140
H 13.655323 24.964195 -33.748319 -0.007 -0.009 -0.005
H 14.238762 23.863565 -31.261329 -0.141 -0.231 -0.434
H 16.353862 25.034509 -30.402677 0.146 0.371 0.033
H 16.960587 27.058147 -32.226097 -0.050 0.045 0.111
```
Forces are in eV/Å.

- 2S+1 = 1
- DFT total energy (eV) = -65552.988
- net charge = +1

=====

C30H38BN3OP | ωB97M-V/def2-TZVPD

Geometry as XYZ:
```
74
Properties=species:S:1:pos:R:3:forces:R:3
N 1.024111 -2.919338 2.894996 -0.218 0.149 0.308
P 0.474009 -2.075926 4.051740 -0.171 -0.364 -1.097
N 1.789014 -1.858623 5.332069 -0.331 0.308 0.519
B 1.288685 -1.469538 6.781252 0.011 -0.313 0.430
N 1.877542 -0.393506 7.429940 -0.356 0.279 -0.861
O 0.278672 -2.260998 7.251515 0.352 0.075 -0.480
H 0.512691 -3.772645 2.703492 0.260 -0.166 -0.076
H -0.636004 -2.545145 4.761866 0.107 0.281 0.398
H 0.274829 -0.721500 3.761303 0.087 0.107 0.347
H 2.264924 -2.766309 5.337108 0.074 0.050 -0.054
H 2.440668 -1.158836 4.971744 0.125 -0.193 -0.122
H 1.329877 0.166163 8.068747 0.170 -0.320 0.449
H 2.619585 0.149567 7.014984 0.027 0.028 0.043
H 0.511286 -2.964169 7.866496 -0.195 0.130 0.235
C -2.380399 3.321601 1.323886 0.009 -0.012 0.002
C -0.999011 3.214821 1.414117 0.012 0.008 0.041
C -0.397570 1.963160 1.416589 -0.024 0.010 0.027
C -1.182965 0.821739 1.320238 0.094 -0.095 0.085
C -2.564775 0.926187 1.230293 -0.010 -0.013 0.034
C -3.163698 2.178249 1.235633 -0.027 0.011 -0.017
H -2.847566 4.297837 1.316622 0.003 -0.006 -0.001
H -0.389275 4.107598 1.473075 -0.007 -0.001 0.009
H 0.680921 1.879740 1.476409 0.003 0.005 -0.057
H -0.708626 -0.154682 1.301968 -0.014 -0.007 -0.054
H -3.176540 0.035885 1.149064 -0.006 0.009 -0.016
H -4.240854 2.260223 1.164861 0.005 -0.005 -0.007
C 1.986843 -3.308643 -1.222016 0.017 0.005 0.002
C 1.020350 -2.537662 -0.589363 -0.051 0.044 -0.069
C 0.125018 -1.793095 -1.347377 -0.009 -0.039 0.007
C 0.190713 -1.824465 -2.733493 -0.024 -0.083 0.020
C 1.157194 -2.595967 -3.364228 -0.035 -0.015 0.019
C 2.056669 -3.336185 -2.608341 -0.044 -0.013 0.025
H 2.687615 -3.888813 -0.634459 0.000 0.003 -0.005
H 0.964850 -2.519995 0.491834 0.043 0.031 -0.046
H -0.629720 -1.186855 -0.860514 0.000 -0.014 -0.010
H -0.513253 -1.249212 -3.322251 -0.007 -0.034 0.022
H 1.208415 -2.621693 -4.445365 0.011 0.007 -0.003
H 2.811328 -3.936501 -3.100611 -0.010 -0.016 0.007
C 1.050397 1.355239 -3.661612 0.020 -0.011 -0.030
C 0.365686 1.775279 -2.530435 0.012 -0.002 0.009
C 0.500047 3.083870 -2.086140 -0.025 0.038 0.016
C 1.311645 3.975036 -2.775398 0.046 -0.048 0.001
C 1.998340 3.553178 -3.906979 -0.007 -0.020 0.034
C 1.867705 2.242934 -4.347084 0.032 0.021 -0.050
H 0.956670 0.333490 -4.008348 0.045 0.090 0.011
H -0.271525 1.084622 -1.990696 0.011 0.014 0.004
H -0.032084 3.406666 -1.200532 -0.021 0.014 -0.022
H 1.414896 4.995421 -2.427928 -0.012 -0.003 -0.011
H 2.638316 4.243059 -4.442319 -0.014 0.001 -0.006
H 2.409474 1.906205 -5.221818 0.002 0.019 -0.001
C -7.058385 1.305163 3.081413 -0.003 -0.003 -0.012
C -6.007601 0.414677 2.907155 0.036 -0.003 0.012
C -6.204016 -0.763121 2.198702 -0.001 0.011 -0.011
C -7.450868 -1.049713 1.659822 0.001 0.004 -0.001
C -8.501124 -0.158861 1.833125 0.002 -0.002 0.001
C -8.305782 1.016872 2.544963 0.004 0.003 -0.005
H -6.905586 2.223432 3.634206 -0.002 -0.006 0.002
H -5.033140 0.641722 3.323012 -0.007 0.000 0.006
H -5.385944 -1.460829 2.064612 -0.004 0.001 0.000
H -7.604634 -1.966273 1.104986 0.000 0.004 0.003
H -9.473187 -0.380964 1.412363 0.004 0.000 0.005
H -9.126454 1.709186 2.681184 0.004 -0.002 -0.004
C 5.261166 -1.591167 -5.440911 -0.003 0.013 0.001
C 4.568606 -1.141762 -4.324313 0.003 -0.018 0.003
C 4.739498 0.162715 -3.881309 -0.025 0.001 0.035
C 5.597627 1.019774 -4.556630 0.000 -0.007 -0.005
C 6.289034 0.570440 -5.673596 -0.005 -0.003 -0.002
C 6.122177 -0.735609 -6.114619 -0.002 0.002 -0.005
H 5.129990 -2.608616 -5.787508 0.003 0.000 -0.003
H 3.892991 -1.805319 -3.798089 0.052 0.058 -0.020
H 4.196097 0.512911 -3.012431 -0.014 0.009 -0.013
H 5.725247 2.038836 -4.213296 0.000 -0.004 -0.001
H 6.957539 1.238274 -6.201833 0.001 -0.005 0.004
H 6.663020 -1.086143 -6.984286 -0.005 0.004 0.000
```
Forces are in eV/Å.

- 2S+1 = 1
- DFT total energy (eV) = -48204.895
- net charge = +1